Computed, not measured: a molecular structure, C18H36AgFO6, with wB97M-V/def2-TZVPD.

Calculated values
Charge: +1
Multiplicity: 2
E_tot in hartree: -1405.42870
Orbital gap (alpha / beta) in eV: 10.25 / 7.00
Relative energy (zero: lowest compared OMol25 entry of this formula, charge and spin) in kcal/mol: 21.05
⟨S²⟩: 0.756

XYZ file:
```
62
C18H36AgFO6, DFT wB97M-V/def2-TZVPD
Ag 0.315 -0.747 -0.049
F 1.286 -2.631 -0.451
C -2.473 -1.284 -3.622
C -1.148 -0.763 -3.173
O -0.641 -1.169 -2.142
C -0.373 0.237 -4.023
H -3.104 -1.579 -2.791
H -2.274 -2.090 -4.332
H -3.033 -0.525 -4.177
H 0.591 -0.208 -4.260
H -0.173 1.135 -3.440
H -0.973 0.469 -4.903
C 2.141 3.145 1.858
C 1.315 1.930 2.168
O 0.959 1.164 1.302
C 0.940 1.701 3.608
H 1.562 4.037 1.623
H 2.762 2.907 0.993
H 2.774 3.352 2.722
H 0.883 2.635 4.157
H 1.743 1.052 3.982
H 0.057 1.071 3.688
C -3.323 2.333 -0.869
C -1.814 2.252 -0.791
O -1.244 1.246 -0.436
C -1.013 3.430 -1.318
H -3.649 1.873 -1.805
H -3.657 3.364 -0.795
H -3.812 1.741 -0.094
H -1.695 4.280 -1.389
H -0.716 3.181 -2.337
H -0.181 3.722 -0.687
C 1.933 -3.653 2.448
C 1.446 -2.338 3.015
O 0.830 -1.556 2.333
C 1.789 -2.026 4.455
H 1.135 -4.120 1.873
H 2.195 -4.329 3.262
H 2.814 -3.547 1.816
H 2.200 -2.823 5.062
H 0.900 -1.586 4.907
H 2.560 -1.256 4.335
C -3.831 -1.887 0.133
C -2.766 -1.750 1.203
O -1.662 -1.364 0.904
C -3.122 -2.258 2.570
H -3.630 -2.835 -0.370
H -3.778 -1.057 -0.561
H -4.770 -2.009 0.673
H -2.266 -2.131 3.231
H -3.237 -3.337 2.424
H -4.028 -1.811 2.967
C 3.824 -0.530 -2.506
C 2.798 0.513 -2.129
O 1.858 0.297 -1.410
C 3.077 1.905 -2.687
H 3.853 -1.365 -1.805
H 4.824 -0.102 -2.512
H 3.578 -0.952 -3.482
H 2.885 1.857 -3.757
H 4.107 2.175 -2.462
H 2.451 2.615 -2.147
```

***

Computed, not measured: a molecular structure, ClH12O6, with wB97M-V/def2-TZVPD.

Calculated values
Charge: -1
E_tot in hartree: -918.76854
Orbital gap in eV: 9.76
Relative energy (zero: lowest compared OMol25 entry of this formula, charge and spin) in kcal/mol: 123.87

XYZ file:
```
19
ClH12O6, DFT wB97M-V/def2-TZVPD
Cl 0.033 0.162 0.378
O -1.605 0.051 -1.903
H -1.261 -0.049 -1.015
H -1.615 0.997 -2.050
O -0.726 -2.176 -0.359
H -0.521 -2.298 -1.285
H -0.745 -1.227 -0.239
O 1.914 -0.278 1.870
H 2.282 -1.162 1.858
H 1.029 -0.382 1.522
O 1.538 -1.494 -1.194
H 0.754 -1.596 -1.734
H 1.202 -1.319 -0.315
O 1.382 2.328 0.546
H 0.749 1.612 0.489
H 0.939 3.073 0.141
O -2.030 1.394 0.829
H -2.047 1.539 1.775
H -1.273 0.826 0.686
```

***

Computed, not measured: a single C4H9NO2 molecule, with wB97M-V/def2-TZVPD.

Calculated values
Structure (SMILES): N[C@H](CO)CC=O
E_tot in hartree: -363.02119
Orbital gap in eV: 10.04
Relative energy (zero: lowest compared OMol25 entry of this formula, charge and spin) in kcal/mol: 40.38

XYZ file:
```
16
C4H9NO2, DFT wB97M-V/def2-TZVPD
N -0.798 1.090 -1.060
C -0.229 0.014 -0.279
C -1.103 -0.327 0.933
O -2.428 -0.657 0.511
C 1.187 0.372 0.170
C 2.283 -0.454 -0.455
O 2.103 -1.425 -1.132
H -1.703 0.835 -1.425
H -0.877 1.991 -0.616
H -0.248 -0.889 -0.891
H -0.685 -1.162 1.508
H -1.126 0.529 1.607
H -2.389 -1.592 0.274
H 1.293 0.354 1.257
H 1.415 1.403 -0.109
H 3.304 -0.084 -0.293
```

***

Computed, not measured: a gas-phase ion, C5H8N (charge +1), with wB97M-V/def2-TZVPD.

Calculated values
Charge: +1
Structure (SMILES): C#CC/[NH+]=C/C
E_tot in hartree: -249.68976
Orbital gap in eV: 9.79
Relative energy (zero: lowest compared OMol25 entry of this formula, charge and spin) in kcal/mol: 84.96

XYZ file:
```
14
C5H8N, DFT wB97M-V/def2-TZVPD
C 3.442 -0.619 0.037
C 2.244 -0.262 -0.048
C 1.151 0.751 -0.022
N -0.383 0.640 -0.056
C -1.039 -0.450 -0.088
C -2.479 -0.578 0.080
H 4.437 -0.873 0.276
H 1.236 1.372 0.835
H 1.236 1.566 -0.873
H -0.884 1.532 -0.032
H -0.530 -1.319 -0.271
H -2.864 -0.786 -0.978
H -2.754 0.402 0.491
H -2.814 -1.376 0.650
```

***

Computed, not measured: a molecular structure, C35H53N4OP2PtS, with wB97M-V/def2-TZVPD.

Calculated values
Charge: +3
Multiplicity: 5
E_tot in hartree: -2858.90312
Orbital gap (alpha / beta) in eV: 6.51 / 4.79
⟨S²⟩: 6.057

XYZ file:
```
97
C35H53N4OP2PtS, DFT wB97M-V/def2-TZVPD
C 1.957 -1.917 -1.227
C 1.799 0.259 -2.157
C 2.865 -2.290 -2.215
C 2.519 -0.177 -3.289
C 3.133 -1.399 -3.248
H 3.324 -3.278 -2.161
H 2.682 0.568 -4.057
H 3.818 -1.674 -4.044
N 1.465 -0.674 -1.196
P -0.104 -2.461 0.566
P 0.872 2.116 -0.369
C 1.510 -2.956 -0.183
H 1.449 -3.957 -0.642
H 2.268 -3.065 0.613
C 1.651 1.680 -1.942
H 1.146 2.136 -2.856
C -0.521 3.491 -0.388
C 2.566 2.878 -0.011
C -1.352 -3.225 -0.672
C -0.157 -3.484 2.180
C -1.870 3.002 0.172
H -1.799 2.652 1.213
H -2.572 3.855 0.137
H -2.287 2.195 -0.437
C -0.121 4.722 0.438
H 0.006 4.495 1.506
H 0.778 5.220 0.059
H -0.944 5.451 0.369
C -0.744 3.906 -1.844
H -1.539 4.672 -1.851
H 0.150 4.350 -2.306
H -1.092 3.056 -2.451
C 2.702 3.401 1.405
H 2.471 2.635 2.159
H 3.758 3.691 1.545
H 2.096 4.294 1.600
C 3.641 1.792 -0.205
H 3.487 0.937 0.464
H 3.677 1.426 -1.239
H 4.623 2.240 -0.006
C 2.776 3.991 -1.066
H 2.148 3.883 -1.964
H 2.615 4.998 -0.657
H 3.812 3.937 -1.432
C -1.600 -3.527 2.712
H -1.590 -4.012 3.702
H -2.009 -2.515 2.842
H -2.282 -4.109 2.080
C 0.700 -2.765 3.230
H 1.754 -2.713 2.929
H 0.316 -1.754 3.432
H 0.650 -3.344 4.168
C 0.397 -4.909 2.026
H 0.456 -5.349 3.037
H -0.243 -5.563 1.420
H 1.412 -4.906 1.603
C -0.957 -2.921 -2.132
H -1.725 -3.397 -2.767
H -0.953 -1.848 -2.351
H 0.019 -3.359 -2.391
C -2.740 -2.625 -0.376
H -2.770 -1.557 -0.587
H -3.467 -3.098 -1.054
H -3.062 -2.755 0.667
C -1.457 -4.757 -0.571
H -0.484 -5.247 -0.731
H -1.918 -5.105 0.367
H -2.122 -5.076 -1.394
Pt 0.206 -0.061 0.542
C 1.549 -0.004 1.823
O 2.354 0.023 2.680
N -1.477 0.030 -0.880
C -1.720 0.312 -2.003
C -1.965 0.709 -3.338
C -3.345 0.550 -3.549
C -1.101 1.055 -4.438
C -3.880 0.652 -4.798
H -3.943 0.297 -2.664
C -1.689 1.185 -5.699
H -0.021 1.217 -4.394
C -3.076 0.987 -5.896
H -4.962 0.456 -4.838
H -1.128 1.440 -6.607
H -3.573 1.055 -6.880
C -1.459 -0.692 5.560
N -0.769 0.479 5.031
C 0.088 1.308 5.746
C 0.554 2.232 4.892
N 0.030 1.939 3.640
C -0.791 0.851 3.722
S -1.632 0.090 2.435
H -2.399 -0.838 5.023
H -0.846 -1.597 5.459
H -1.664 -0.525 6.621
H 0.267 1.139 6.810
H 1.235 3.070 5.039
H 0.167 2.480 2.791
```

***

Computed, not measured: a gas-phase ion, C4H16NSi2 (charge +1), with wB97M-V/def2-TZVPD.

Calculated values
Charge: +1
Structure (SMILES): CC(C)[NH2+][SiH2]C[SiH3]
E_tot in hartree: -795.40406
Orbital gap in eV: 10.21
Relative energy (zero: lowest compared OMol25 entry of this formula, charge and spin) in kcal/mol: 10.93

XYZ file:
```
23
C4H16NSi2, DFT wB97M-V/def2-TZVPD
C 1.543 1.175 -0.230
C 1.801 -0.206 0.223
C 3.363 -0.625 0.540
N 0.996 -1.100 -0.570
Si -1.152 -0.589 -0.873
C -2.255 0.671 -0.030
Si -4.164 0.302 0.399
H 2.070 1.908 0.388
H 1.858 1.347 -1.218
H 0.504 1.560 -0.141
H 1.400 -0.232 1.229
H 3.565 -1.601 1.099
H 3.732 0.206 1.124
H 3.924 -0.695 -0.338
H 1.510 -1.243 -1.538
H 0.828 -1.931 -0.038
H -1.164 -2.070 -0.630
H -0.759 0.029 -2.022
H -2.261 1.534 -0.606
H -1.830 0.934 0.994
H -4.084 -0.942 1.149
H -5.089 0.400 -0.648
H -4.337 1.167 1.737
```

***

Computed, not measured: a molecular structure, C48H96Li3O16P, with wB97M-V/def2-TZVPD.

Calculated values
E_tot in hartree: -3454.59903
Orbital gap in eV: 7.97
Relative energy (zero: lowest compared OMol25 entry of this formula, charge and spin) in kcal/mol: 0.00

XYZ file:
```
164
C48H96Li3O16P, DFT wB97M-V/def2-TZVPD
Li -1.579 1.647 1.650
Li -2.074 -0.264 -1.391
Li 1.789 0.539 1.171
P -0.309 0.325 0.078
O 1.015 0.706 -0.592
O -0.106 0.510 1.622
O -0.811 -1.063 -0.346
O -1.518 1.258 -0.221
C -1.014 -4.668 1.504
C -0.944 -5.388 2.838
C -2.291 -5.021 3.430
O -2.428 -3.639 3.138
C -1.805 -3.387 1.865
H -1.588 -5.212 0.754
H -0.040 -4.435 1.076
H -0.158 -4.942 3.453
H -0.763 -6.461 2.780
H -2.354 -5.197 4.504
H -3.110 -5.566 2.942
H -1.183 -2.496 1.929
H -2.578 -3.218 1.112
C -4.551 0.919 4.930
C -3.162 0.343 5.198
C -2.655 0.152 3.788
O -3.074 1.359 3.128
C -4.271 1.861 3.754
H -4.979 1.442 5.784
H -5.239 0.125 4.635
H -3.233 -0.564 5.802
H -2.543 1.030 5.780
H -3.149 -0.702 3.312
H -1.578 0.020 3.726
H -5.074 1.886 3.018
H -4.031 2.872 4.089
C -2.916 -4.850 -2.156
C -2.415 -3.418 -2.041
C -0.891 -3.576 -2.060
O -0.652 -4.857 -2.649
C -1.877 -5.419 -3.101
H -3.947 -4.865 -2.512
H -2.855 -5.347 -1.184
H -2.812 -2.886 -1.176
H -2.764 -2.845 -2.907
H -0.474 -3.504 -1.057
H -0.433 -2.789 -2.663
H -1.794 -6.504 -3.144
H -2.095 -5.090 -4.130
C 3.903 2.725 -3.915
C 4.454 1.847 -5.041
C 3.249 0.982 -5.461
O 2.104 1.650 -4.967
C 2.477 2.207 -3.708
H 3.942 3.791 -4.141
H 4.465 2.619 -2.986
H 5.287 1.225 -4.716
H 4.805 2.449 -5.879
H 3.327 -0.010 -4.996
H 3.183 0.875 -6.542
H 2.420 1.429 -2.940
H 1.748 2.965 -3.423
C 0.781 5.047 2.860
C 0.611 5.145 1.346
C 0.091 3.768 0.993
O -0.820 3.468 2.065
C -0.233 3.946 3.273
H 0.636 5.996 3.373
H 1.773 4.679 3.123
H 1.580 5.335 0.872
H -0.061 5.915 0.969
H 0.881 3.010 0.927
H -0.470 3.658 0.066
H 0.332 3.105 3.690
H -0.975 4.269 3.999
C -5.745 0.107 0.495
C -6.123 0.676 -0.867
C -4.725 0.930 -1.427
O -4.000 -0.246 -1.030
C -4.566 -0.797 0.172
H -6.549 -0.418 1.016
H -5.438 0.909 1.168
H -6.712 1.583 -0.745
H -6.600 -0.051 -1.523
H -4.244 1.799 -0.973
H -4.671 0.980 -2.512
H -3.820 -0.867 0.965
H -4.886 -1.805 -0.112
C -0.409 -0.306 -5.025
C -1.729 -0.019 -5.744
C -2.769 -0.050 -4.615
O -2.030 0.000 -3.382
C -0.662 0.325 -3.677
H 0.447 0.069 -5.575
H -0.245 -1.387 -4.942
H -1.994 -0.736 -6.519
H -1.687 0.987 -6.166
H -3.268 -1.026 -4.608
H -3.533 0.724 -4.669
H -0.024 -0.022 -2.862
H -0.556 1.417 -3.732
C 1.551 -0.932 6.725
C 1.835 -1.092 5.231
C 1.427 0.279 4.642
O 1.157 1.129 5.751
C 0.644 0.297 6.780
H 2.419 -0.731 7.356
H 1.075 -1.804 7.182
H 1.249 -1.904 4.806
H 2.900 -1.258 5.078
H 0.550 0.235 3.987
H 2.210 0.736 4.033
H -0.409 0.040 6.577
H 0.648 0.858 7.713
C 2.645 -2.884 -2.220
C 3.953 -3.665 -2.404
C 5.037 -2.700 -1.933
O 4.514 -1.394 -2.059
C 3.122 -1.477 -1.787
H 2.038 -3.309 -1.423
H 2.054 -2.830 -3.132
H 4.148 -3.900 -3.453
H 3.948 -4.614 -1.869
H 6.016 -2.805 -2.402
H 5.294 -2.893 -0.869
H 2.565 -0.699 -2.298
H 2.946 -1.364 -0.714
C -1.915 5.048 -4.353
C -1.615 4.489 -2.962
C -2.744 3.456 -2.767
O -3.367 3.262 -4.035
C -2.562 3.863 -5.040
H -1.029 5.429 -4.862
H -2.643 5.859 -4.281
H -1.605 5.262 -2.197
H -0.636 4.004 -2.948
H -3.492 3.867 -2.083
H -2.358 2.530 -2.345
H -3.191 4.117 -5.894
H -1.803 3.169 -5.433
C 2.689 -3.578 1.732
C 3.835 -2.995 2.560
C 3.921 -1.586 1.991
O 2.575 -1.224 1.686
C 1.733 -2.392 1.637
H 2.253 -4.443 2.233
H 3.044 -3.868 0.741
H 4.764 -3.557 2.479
H 3.544 -2.918 3.609
H 4.541 -1.502 1.090
H 4.342 -0.879 2.713
H 1.159 -2.408 0.710
H 1.054 -2.348 2.491
C 5.045 3.335 1.584
C 4.937 3.021 0.095
C 3.628 2.193 0.016
O 3.358 1.759 1.353
C 4.431 2.112 2.221
H 4.445 4.229 1.789
H 6.039 3.610 1.939
H 5.782 2.408 -0.227
H 4.904 3.915 -0.524
H 3.812 1.372 -0.675
H 2.800 2.811 -0.323
H 5.134 1.280 2.352
H 4.020 2.278 3.220
```

***

Computed, not measured: a molecular structure, C4H3N3, with wB97M-V/def2-TZVPD.

Calculated values
E_tot in hartree: -318.33839
Orbital gap in eV: 9.40
Relative energy (zero: lowest compared OMol25 entry of this formula, charge and spin) in kcal/mol: 91.82

XYZ file:
```
10
C4H3N3, DFT wB97M-V/def2-TZVPD
C 0.898 -1.031 0.817
C -1.758 -0.884 -1.483
C 0.575 1.340 0.504
C -0.056 -0.396 0.005
N 1.722 -1.462 1.534
N -2.613 -0.808 -2.263
N -0.838 -1.292 -0.625
H -0.188 2.025 0.101
H 1.605 1.435 -0.016
H 0.653 1.074 1.425
```